# 1
Below is a structure of composition C45H48As2Cl2F6N7O4RbSb, with properties calculated with ωB97M-V with the def2-TZVPD basis set.

Element x y z (Å)
Rb -4.969 -4.575 19.626
Cl -6.220 -0.707 13.509
C -5.986 -1.113 15.227
C -6.389 -2.235 15.791
C -6.324 -2.371 17.198
N -6.785 -3.711 17.785
C -7.422 -4.623 17.033
O -7.891 -4.624 15.819
C -7.444 -6.001 17.695
C -7.568 -7.127 16.929
C -7.500 -8.435 17.317
C -7.315 -8.633 18.675
C -7.173 -7.480 19.536
N -7.352 -6.248 19.001
C -5.756 -1.500 18.098
C -5.350 -0.257 17.399
C -5.470 -0.143 16.096
Cl -5.063 1.367 15.379
N -5.608 -1.782 19.355
C -6.224 -1.038 20.252
O -6.927 -0.091 20.037
C -5.951 -1.391 21.729
C -6.499 -0.747 22.799
C -6.306 -1.300 24.063
C -5.744 -2.501 24.256
C -5.334 -3.099 23.055
N -5.372 -2.592 21.862
H -6.825 -3.227 15.484
H -7.713 -6.951 15.846
H -7.717 -9.367 16.827
H -7.271 -9.574 19.107
H -6.931 -7.504 20.600
H -4.949 0.538 18.012
H -7.079 0.187 22.669
H -6.818 -0.773 24.911
H -5.679 -3.032 25.156
H -4.999 -4.089 23.055
N -9.445 -2.541 23.421
N -9.719 -3.654 24.301
H -9.824 -2.795 22.470
H -8.431 -2.466 23.245
H -9.586 -3.326 25.210
H -9.108 -4.439 24.204
C -10.743 -9.118 24.611
C -9.849 -8.061 24.510
C -9.970 -7.102 23.578
C -11.073 -7.015 22.755
C -12.015 -8.030 22.843
C -11.820 -9.101 23.694
As -11.414 -5.431 21.623
C -13.344 -5.108 21.921
C -14.019 -4.300 22.840
C -15.401 -4.208 22.796
C -16.118 -4.865 21.814
C -15.471 -5.699 20.927
C -14.078 -5.817 20.951
C -13.292 -6.573 19.931
C -13.780 -7.174 18.790
C -12.976 -7.904 17.958
C -11.572 -7.910 18.186
C -11.036 -7.138 19.180
C -11.894 -6.469 20.095
H -10.632 -9.998 25.252
H -8.917 -8.020 25.073
H -9.111 -6.388 23.567
H -12.882 -7.969 22.305
H -12.604 -9.832 23.768
H -13.405 -3.862 23.611
H -16.004 -3.621 23.489
H -17.178 -4.668 21.743
H -16.111 -6.262 20.376
H -14.885 -7.281 18.636
H -13.462 -8.435 17.167
H -10.952 -8.546 17.557
H -9.945 -7.003 19.191
F -1.269 -7.030 17.332
As -2.560 -8.070 16.802
F -3.242 -6.864 15.776
F -3.579 -7.549 18.128
F -3.804 -9.140 16.434
F -2.004 -9.303 17.877
F -1.514 -8.688 15.607
O -5.410 -6.533 22.195
N -6.197 -6.646 23.141
O -7.011 -5.674 23.290
C -0.007 -5.534 25.488
C -0.027 -5.870 24.012
C 0.835 -4.956 23.233
Sb -2.072 -6.015 23.198
C -2.806 -7.360 24.796
C -3.821 -6.579 25.598
C -3.424 -8.678 24.299
C -1.442 -7.598 21.783
C -2.682 -8.082 21.114
C -0.363 -7.049 20.852
H 1.025 -5.484 25.930
H -0.510 -6.314 26.065
H -0.539 -4.589 25.741
H 0.348 -6.867 23.937
H 0.491 -3.967 23.014
H 1.090 -5.367 22.252
H 1.887 -4.821 23.758
H -1.952 -7.684 25.416
H -4.775 -6.582 25.074
H -3.478 -5.506 25.781
H -3.914 -7.066 26.590
H -4.349 -8.404 23.760
H -3.819 -9.249 25.162
H -2.769 -9.223 23.538
H -1.015 -8.370 22.432
H -2.825 -7.408 20.289
H -3.574 -8.026 21.705
H -2.583 -9.097 20.704
H -0.512 -6.007 20.594
H -0.221 -7.564 19.885
H 0.579 -7.250 21.362

Atomic forces in eV per Å
0.37 -0.59 0.73
0.19 -0.69 0.86
-0.40 0.57 -1.70
-1.04 -2.92 0.92
-1.89 -6.51 0.75
0.66 4.25 -1.95
-0.74 -1.27 -2.50
1.16 0.76 3.38
-0.51 -1.76 1.18
-0.34 0.24 -4.79
-0.45 -0.52 2.96
0.56 3.14 1.28
-0.87 -0.06 -2.64
1.36 0.81 1.85
0.93 2.55 -2.16
0.01 -1.25 3.58
0.11 1.65 -1.67
0.47 0.91 -0.10
-0.01 -0.94 0.57
1.90 0.37 2.67
-1.98 2.02 -0.66
-0.41 -1.22 -1.73
-0.16 1.35 -0.03
-2.20 2.48 1.67
0.59 -0.62 -2.25
0.47 -0.73 1.15
-0.09 0.73 -0.33
0.27 1.57 -1.34
0.10 -0.01 0.61
0.17 0.37 -1.25
0.19 -1.75 0.66
-0.28 -0.17 -0.29
-0.02 0.09 -0.14
0.49 -0.74 0.01
0.72 -0.42 -0.69
0.05 -0.48 1.14
0.67 -1.48 0.38
0.26 -0.74 -1.47
-0.86 0.19 -1.37
0.31 0.26 1.45
-0.50 -0.08 0.21
0.06 0.72 1.68
0.72 -0.38 -0.57
-0.88 -0.22 -1.26
1.13 -2.17 1.49
1.10 2.67 -0.92
-0.69 0.28 0.05
1.98 -0.05 1.20
0.33 0.25 1.25
0.71 0.51 0.61
-0.22 -0.75 -0.63
0.71 -0.79 0.07
-0.32 0.65 0.23
0.38 0.24 0.23
1.27 1.21 1.68
-0.34 0.03 -0.48
1.04 1.17 0.64
-2.28 -1.04 0.18
1.43 0.24 0.50
-1.45 -0.63 -1.00
0.21 0.98 0.85
-0.41 -0.88 -1.19
0.15 0.58 0.03
-0.29 -0.25 0.25
-0.98 -0.43 -0.42
-2.14 0.03 -1.50
-0.10 -0.46 -0.07
-0.19 0.42 0.22
0.59 0.09 0.07
-0.16 -0.37 0.02
-1.24 -1.64 -2.29
1.03 0.46 0.12
0.19 -0.37 -0.48
0.10 0.37 0.02
-0.48 -0.19 0.43
-0.19 0.38 -0.02
0.24 0.26 1.92
0.24 0.22 -0.19
-0.07 0.98 0.10
-1.44 -1.10 -1.35
0.85 -0.45 0.60
0.27 -0.13 -1.08
0.39 0.08 -0.32
-1.20 1.13 0.40
0.69 -0.98 -0.04
-0.11 0.31 1.13
-0.86 0.31 0.85
3.35 0.10 -0.31
0.49 -0.82 -0.03
0.66 -0.70 -0.55
0.70 0.90 1.06
-0.56 0.49 -1.23
0.15 0.49 1.01
-0.02 -0.38 -0.88
0.44 -1.05 -0.21
-0.61 0.15 -0.57
-0.07 0.05 0.00
0.42 -0.36 -0.24
0.32 -0.84 -0.28
-0.62 0.71 0.29
-0.09 -0.03 0.12
-1.81 -0.17 -0.78
-0.05 0.60 -0.16
-0.09 0.18 0.16
-0.54 -1.24 -0.16
-0.34 0.30 -0.30
0.32 -0.22 -0.06
0.72 -0.26 -0.35
-0.83 0.32 1.52
0.07 0.04 -0.01
-0.44 0.07 -0.69
-0.44 -0.09 0.40
0.03 0.25 -0.06
0.17 0.31 0.10
-0.67 -0.14 0.30
0.31 0.70 -0.01

- highest occupied orbital energy (alpha / beta) (eV) = -3.73 / -3.73
- LUMO energy (alpha / beta) (eV) = 3.605 / 1.390
- M (g mol⁻¹) = 1292.89
- charge = -2
- energy (Ha) = -8683.2848
- 2S+1 = 2
- HOMO-LUMO gap (alpha / beta) (hartree) = 0.270 / 0.188
- expectation value of S² = 0.768
- energy relative to the best compared isomer or geometry (same formula, charge and spin) (kJ/mol) = 0.0

# 2
Below is a structure of composition C45H48CdN6OP2SiTe, with properties calculated with ωB97M-V with the def2-TZVPD basis set.

Element x y z (Å)
Cd 1.253 0.556 -0.967
Te 0.133 3.051 2.690
C 0.189 3.429 4.834
C 1.412 3.669 5.492
C 1.391 3.910 6.865
N 0.280 3.979 7.583
C -0.854 3.813 6.941
C -0.955 3.565 5.589
C 0.387 1.013 2.300
P -1.133 0.240 1.814
C -1.454 -1.298 2.739
C -1.195 -1.296 4.102
C -1.530 -2.384 4.937
C -2.224 -3.452 4.427
C -2.616 -3.402 3.048
C -2.215 -2.383 2.207
C -2.594 1.352 2.044
C -3.065 1.431 3.345
C -4.379 1.854 3.600
C -5.250 2.025 2.526
C -4.748 2.046 1.172
C -3.432 1.779 0.983
P 1.884 0.380 1.572
C 2.225 -1.297 2.117
C 2.710 -2.231 1.239
C 3.119 -3.507 1.618
C 3.055 -3.910 2.976
C 2.453 -2.969 3.851
C 2.150 -1.675 3.469
C 3.402 1.381 1.940
C 3.565 2.041 3.142
C 4.528 3.072 3.299
C 5.450 3.290 2.269
C 5.443 2.443 1.125
C 4.338 1.578 0.910
H 2.340 3.715 4.934
H 2.374 4.081 7.376
H -1.763 3.916 7.585
H -1.910 3.429 5.080
H -0.659 -0.440 4.550
H -1.237 -2.384 5.985
H -2.405 -4.383 5.051
H -3.172 -4.202 2.539
H -2.358 -2.521 1.146
H -2.368 1.241 4.139
H -4.825 1.912 4.573
H -6.325 2.205 2.657
H -5.391 2.432 0.387
H -2.976 1.944 0.029
H 2.764 -2.007 0.199
H 3.571 -4.078 0.784
H 3.371 -4.886 3.320
H 2.261 -3.254 4.880
H 1.894 -0.899 4.187
H 2.987 1.652 4.035
H 4.569 3.575 4.270
H 6.175 4.117 2.320
H 6.219 2.623 0.308
H 4.195 1.064 -0.011
O 2.234 3.240 -1.396
H 1.471 3.727 -0.940
H 2.164 3.432 -2.358
C -2.524 1.802 -4.136
Si -0.925 2.331 -3.197
C 0.478 2.291 -4.453
C -1.284 4.138 -2.564
C -0.757 1.086 -1.756
H -2.488 2.052 -5.181
H -3.440 2.237 -3.666
H -2.596 0.728 -4.014
H 0.148 1.751 -5.369
H 1.389 1.827 -4.027
H 0.748 3.353 -4.704
H -1.311 4.739 -3.464
H -0.517 4.529 -1.887
H -2.219 4.181 -2.073
H -1.061 0.075 -2.046
H -1.418 1.303 -0.851
C -0.018 -2.586 -1.637
C 1.060 -2.255 -2.561
N 1.744 -1.141 -2.576
C 2.728 -1.237 -3.565
C 2.667 -2.469 -4.095
N 1.501 -3.102 -3.560
C 0.796 -4.223 -4.236
N -0.568 -3.730 -4.708
N -1.491 -3.495 -3.766
N -2.615 -3.125 -4.318
C -2.503 -3.108 -5.663
C -3.276 -2.801 -6.695
C -2.816 -2.925 -8.013
C -1.539 -3.355 -8.280
C -0.595 -3.572 -7.255
C -1.158 -3.550 -5.974
H -0.866 -1.901 -1.832
H 0.328 -2.401 -0.561
H -0.405 -3.590 -1.686
H 3.350 -0.398 -3.756
H 3.269 -2.924 -4.882
H 0.526 -4.992 -3.470
H 1.328 -4.591 -5.070
H -4.287 -2.371 -6.492
H -3.475 -2.618 -8.732
H -1.285 -3.511 -9.283
H 0.456 -3.800 -7.373

Atomic forces in eV per Å
-0.82 0.21 0.62
0.51 0.19 0.16
1.36 0.15 -0.12
-0.70 -0.07 -0.04
1.40 0.20 -0.38
0.67 -0.01 0.54
-1.55 0.34 0.93
-0.64 -0.56 -0.84
0.37 0.82 1.16
0.69 -0.71 -3.12
-1.37 0.39 1.17
0.36 -0.34 0.76
0.38 0.54 -0.06
-0.75 -1.28 -0.96
0.31 -0.68 0.40
1.15 0.56 0.87
-0.27 -0.86 0.75
-0.67 0.76 -0.32
-0.69 -0.62 -1.12
0.35 0.30 -1.40
-1.11 0.75 2.36
1.44 -0.43 0.17
-0.75 1.03 -1.14
0.48 -0.32 1.38
-0.13 -0.77 -0.10
0.74 -0.30 0.40
-1.13 1.51 -1.18
0.71 -0.74 0.21
-0.05 0.36 -0.66
-0.29 -0.15 -0.66
0.25 0.05 1.73
-0.33 -1.32 -0.19
-0.02 -0.46 -0.49
-0.44 0.84 -0.65
0.87 1.00 1.38
-0.06 -0.16 0.13
-1.07 -0.13 -0.24
0.66 -0.16 -0.74
0.03 0.10 0.41
-0.29 -0.45 -0.34
-0.01 0.08 -0.18
-0.02 1.40 -0.87
0.23 0.06 0.70
-0.30 0.47 -0.19
-0.01 -0.30 0.44
0.26 0.00 0.58
0.54 0.03 0.23
0.11 -0.34 -0.06
0.01 -0.33 -0.58
0.09 0.35 -0.77
-0.33 -0.16 0.95
-0.06 0.07 -0.05
0.24 0.02 0.04
-0.36 -0.36 0.10
0.42 1.00 -1.18
0.14 0.07 -0.54
-0.28 -0.61 0.11
-1.22 -0.40 1.21
0.11 -0.29 -0.65
-1.33 0.77 0.12
1.54 -0.98 -1.11
-0.19 -0.01 1.02
0.09 0.63 1.12
-1.62 -0.54 1.32
0.45 0.61 -0.10
1.74 -1.28 -0.72
-0.08 0.92 0.43
-0.17 0.13 -0.56
0.68 -0.22 -0.39
-0.07 -0.34 -0.17
0.44 0.40 0.58
-0.39 0.03 -0.33
-0.21 -0.90 -0.10
-0.07 0.45 -0.14
-0.08 0.04 -0.12
-1.08 0.00 0.53
-0.09 0.14 -0.30
1.06 -0.03 -1.28
-0.61 1.01 2.32
0.28 -0.71 -1.34
0.56 0.12 0.04
-0.96 -0.57 1.25
-1.08 -0.61 -1.20
1.70 0.20 -0.65
-2.80 1.57 2.34
0.34 -0.32 -1.12
-1.63 0.18 -1.13
0.41 -0.10 2.01
4.91 -2.05 0.74
-3.40 1.67 -2.20
0.31 -0.32 3.15
1.23 -0.06 1.17
-1.47 -0.39 0.44
0.82 0.76 0.97
0.36 -0.45 0.33
-0.40 -0.09 -1.36
0.21 -0.16 -0.16
0.60 0.20 -0.15
-0.40 0.10 0.27
0.57 0.41 -0.82
0.71 -0.34 -0.65
0.83 -0.49 -0.34
-1.34 0.41 -2.05
0.66 0.03 -1.33
-0.14 -0.09 -0.42

- highest occupied orbital energy (eV) = -5.84
- LUMO energy (eV) = -0.103
- M (g mol⁻¹) = 1018.97
- charge = 0
- energy (Ha) = -3555.1138
- 2S+1 = 1
- HOMO-LUMO gap (hartree) = 0.211
- energy relative to the best compared isomer or geometry (same formula, charge and spin) (kJ/mol) = 0.0

- Which of these has the highest M?
  C45H48As2Cl2F6N7O4RbSb

- 2S+1 of number 2 (C45H48CdN6OP2SiTe)?
  1